299
Properties=species:S:1:pos:R:3:forces:R:3:mulliken_spin:R:1 method="wB97M-V/def2-TZVPD" e_lumo_ev="-2.32 / -8.66" multiplicity=2 largest_force_ev_per_a=2.97 total_energy_ev=-163652.9219 charge=+1 s2=0.76
C 5.3948 4.5157 -6.6159 -0.87 -0.55 0.17 -0.0001
O 5.3677 3.9609 -5.3116 1.20 -1.37 0.78 0.0000
C 4.2461 4.1513 -4.4757 -0.58 1.01 1.21 -0.0003
C 4.4203 3.7860 -2.9425 1.64 -0.02 -1.32 -0.0002
O 4.4744 2.3798 -2.7137 0.05 0.14 0.13 0.0003
C 4.9547 2.0639 -1.4079 -0.44 -1.40 -0.42 0.0003
C 4.7994 0.5037 -1.2054 0.37 1.81 -1.20 0.0011
O 3.5250 0.1236 -0.8002 -0.18 -0.74 1.14 -0.0002
C 2.3853 0.4575 -1.5687 0.03 -0.25 -0.70 -0.0006
H 5.6693 5.5706 -6.6203 -0.44 0.12 0.03 0.0000
H 4.4408 4.2789 -7.0868 -0.38 0.74 -0.16 0.0001
H 6.0905 3.9896 -7.2695 0.48 -0.24 0.61 0.0000
H 3.3265 3.6651 -4.8015 0.00 -0.19 -0.54 0.0003
H 4.0810 5.2287 -4.4777 -0.58 0.22 0.15 -0.0003
H 3.7409 4.2741 -2.2437 -0.92 -0.02 -0.50 0.0002
H 5.3652 4.2381 -2.6411 0.61 -0.10 -0.04 0.0000
H 4.3640 2.5865 -0.6556 -0.05 0.02 0.26 -0.0003
H 5.9986 2.3536 -1.2877 0.21 0.08 -0.10 0.0006
H 5.5837 0.1164 -0.5551 -0.49 0.17 0.83 0.0000
H 5.0650 0.0216 -2.1462 -0.18 0.12 -0.73 -0.0004
H 2.4939 0.1025 -2.5936 0.19 0.10 -0.31 0.0010
H 2.1517 1.5217 -1.6022 0.16 0.04 0.13 0.0001
H 1.5319 -0.0917 -1.1712 0.07 0.14 0.37 0.0000
C 1.3390 2.0542 -6.3666 -0.85 0.29 -0.44 -0.0001
O 0.5872 2.8435 -5.4492 1.28 -0.88 0.18 0.0003
C -0.5080 3.5310 -5.9875 0.36 0.36 1.33 0.0001
C -0.1282 4.5615 -7.0384 -0.16 -0.19 0.76 -0.0003
O 0.8982 5.4013 -6.4869 -0.54 -0.38 -1.00 -0.0002
C 1.6051 6.1792 -7.4615 -0.01 0.28 0.24 0.0000
C 2.1005 7.4698 -6.7802 1.86 -1.37 0.82 -0.0003
O 3.4581 7.2633 -6.1704 -1.27 0.01 -0.96 0.0000
C 4.0021 8.4431 -5.6103 -0.49 0.22 -0.54 -0.0001
H 0.6289 1.5193 -6.9973 -0.07 -0.53 -0.09 0.0000
H 1.9988 1.3513 -5.8581 -0.22 0.20 0.28 0.0002
H 1.9275 2.6394 -7.0733 0.25 0.38 0.20 0.0000
H -0.8946 4.0185 -5.0925 -0.13 0.55 -0.07 0.0002
H -1.3059 2.8269 -6.2236 0.02 -0.03 -0.98 -0.0001
H -1.0406 5.1259 -7.2306 -0.03 0.32 -0.30 0.0000
H 0.1436 4.0269 -7.9486 0.45 0.27 -0.25 0.0000
H 1.0080 6.4723 -8.3250 -0.84 0.20 0.24 0.0000
H 2.3437 5.5574 -7.9675 0.73 0.07 0.48 0.0001
H 1.4247 7.6351 -5.9412 -0.22 0.45 -0.14 0.0002
H 2.1385 8.2915 -7.4954 0.05 0.12 0.11 0.0000
H 4.9789 8.2392 -5.1718 -0.25 -0.30 0.23 0.0000
H 3.3002 8.8967 -4.9106 0.09 -0.08 0.49 0.0001
H 4.1768 9.2129 -6.3619 0.01 0.07 -0.40 0.0000
C 4.5027 -6.4148 6.0712 -0.28 0.39 -0.31 0.0001
O 3.8376 -5.7567 7.1522 1.63 -0.63 0.45 0.0000
C 2.4379 -5.6800 7.2093 0.44 0.33 -2.02 -0.0001
C 1.9844 -4.5268 6.2593 0.34 -0.95 0.45 0.0004
O 2.2507 -4.8862 4.8871 -0.16 -0.49 0.76 0.0011
C 1.8080 -4.0119 3.8532 1.39 -0.40 0.87 -0.0036
C 2.8495 -2.9181 3.5538 -1.19 1.49 1.08 0.0023
O 3.1579 -2.1869 4.7748 -0.94 -1.29 -0.32 0.0001
C 4.1701 -1.1994 4.7606 -0.44 -0.78 -0.46 0.0003
H 4.5508 -5.7677 5.1954 -0.38 0.04 -0.16 0.0000
H 4.0707 -7.3724 5.7807 -0.50 -0.01 0.08 0.0000
H 5.5505 -6.6326 6.2780 -0.06 0.19 0.89 0.0000
H 2.1674 -5.5303 8.2545 -0.05 0.42 -0.11 0.0000
H 2.0057 -6.6312 6.8986 -0.26 -0.19 -0.19 0.0000
H 2.5927 -3.6583 6.5119 -0.45 0.20 0.09 -0.0001
H 0.9159 -4.4164 6.4447 -0.23 0.61 -0.27 0.0001
H 0.8186 -3.6344 4.1113 -0.05 0.23 -0.27 0.0000
H 1.8091 -4.6684 2.9830 -0.55 0.31 -0.16 0.0008
H 2.3450 -2.1759 2.9351 0.05 0.01 -0.60 -0.0024
H 3.6819 -3.3287 2.9824 0.51 -0.03 0.43 0.0001
H 4.1692 -0.7049 3.7893 0.48 0.10 -0.11 -0.0002
H 5.0716 -1.7542 5.0206 0.58 0.68 -0.23 0.0000
H 3.9300 -0.4437 5.5085 0.07 -0.17 0.09 0.0000
C 1.1613 2.2044 3.7403 -0.67 0.99 0.02 0.0001
O 1.8042 1.2710 2.9365 0.56 -0.86 0.94 0.0006
C 1.8166 1.4806 1.5646 0.81 0.78 -1.05 -0.0010
C 2.1917 2.9525 1.1100 0.00 -0.83 1.10 -0.0010
O 3.3954 3.4755 1.7424 -1.37 -1.56 -0.73 0.0002
C 3.3034 4.8510 1.9128 1.19 0.74 -0.32 0.0002
C 3.6495 5.6498 0.6574 0.11 0.36 -0.32 0.0000
O 2.5974 5.7444 -0.3036 -0.29 0.08 -0.18 0.0005
C 2.7200 6.8158 -1.2448 0.92 0.33 0.08 0.0000
H 1.5128 3.2116 3.5164 0.02 0.17 0.09 0.0000
H 1.3002 2.0532 4.8108 0.46 -0.52 -0.16 -0.0001
H 0.0807 2.1908 3.5980 -0.35 0.02 -0.23 0.0001
H 0.8970 1.1731 1.0667 -0.81 0.62 0.10 0.0001
H 2.4722 0.7095 1.1600 0.68 0.44 0.12 -0.0001
H 1.3944 3.6185 1.4401 -0.29 -0.11 -0.20 0.0004
H 2.2460 3.0259 0.0239 0.07 -0.10 -0.06 -0.0003
H 4.1201 5.0591 2.6040 -0.03 0.32 0.20 0.0000
H 2.3748 5.1769 2.3813 -0.31 -0.03 -0.06 0.0000
H 4.5514 5.2113 0.2303 0.02 -0.52 -0.38 0.0000
H 4.0297 6.6311 0.9416 -0.49 0.51 0.23 -0.0002
H 2.8731 7.7685 -0.7379 -0.26 0.12 0.27 0.0000
H 1.8911 6.9323 -1.9430 -0.42 -0.53 0.53 -0.0001
H 3.5791 6.7275 -1.9098 0.45 -0.50 0.06 -0.0001
C 1.5955 -9.3641 -0.1929 0.38 0.02 0.79 -0.0001
O 0.7829 -8.2770 -0.6066 -0.15 0.66 -0.43 0.0018
C 1.5037 -7.0700 -0.8847 1.42 -1.41 0.47 -0.0018
C 2.2826 -6.4430 0.3079 -2.09 0.33 -0.55 -0.0044
O 3.4316 -7.0849 0.7298 1.76 -0.70 0.14 -0.0002
C 4.0987 -6.3500 1.7837 -1.28 0.87 -0.03 -0.0014
C 5.3301 -6.9562 2.3841 -0.20 -2.60 -0.74 0.0003
O 4.9740 -8.2670 2.8506 -0.32 0.91 -0.52 0.0001
C 5.9639 -8.9682 3.5614 -1.29 -0.62 0.24 0.0000
H 2.3953 -9.6341 -0.8824 0.17 0.43 -0.34 0.0001
H 1.0409 -10.2920 -0.0531 -0.64 0.41 -0.17 0.0000
H 2.0333 -9.1138 0.7734 0.27 -0.16 0.00 0.0001
H 0.8579 -6.3426 -1.3764 -0.40 -0.03 0.59 -0.0001
H 2.2490 -7.3016 -1.6456 0.42 -0.22 -0.42 0.0016
H 1.5414 -6.4047 1.1061 -0.06 0.19 0.49 -0.0004
H 2.4484 -5.4103 0.0012 0.35 0.32 0.08 0.0054
H 3.3501 -6.1498 2.5503 -0.01 -0.04 0.29 0.0003
H 4.3812 -5.3852 1.3624 0.09 0.43 -0.04 0.0007
H 5.8218 -6.3994 3.1817 -0.33 0.53 -0.08 0.0001
H 6.0205 -7.1210 1.5569 0.59 0.21 -0.07 0.0001
H 5.5598 -9.9795 3.6060 0.31 -0.23 -0.17 0.0000
H 5.9077 -8.6522 4.6031 0.94 0.36 0.12 0.0000
H 6.9335 -8.9958 3.0641 0.17 0.30 0.27 0.0000
C -1.8240 -2.3458 5.0372 0.36 0.44 -0.21 0.0001
O -1.2899 -1.3637 5.9214 0.10 -1.14 0.37 0.0000
C -0.0479 -0.8250 5.4828 -0.20 0.88 -0.27 0.0017
C 0.8554 -0.3628 6.6579 -0.62 -1.73 -0.75 -0.0001
O 0.4737 0.7613 7.3214 0.05 2.14 0.31 -0.0001
C -0.7007 0.7246 8.0686 -0.28 -0.74 0.72 -0.0001
C -0.7031 1.7414 9.1832 -0.38 0.13 0.02 0.0000
O 0.2589 1.5400 10.2166 -0.42 -0.44 0.14 0.0000
C -0.0049 0.3824 11.0337 0.73 -0.23 -1.05 0.0000
H -2.1299 -1.8846 4.0981 -0.30 0.24 -0.17 -0.0006
H -2.6733 -2.8747 5.4696 0.07 0.34 0.23 0.0001
H -1.0887 -3.0956 4.7453 0.20 -0.10 0.27 0.0003
H -0.3383 -0.0078 4.8226 0.37 0.63 0.00 0.0003
H 0.5105 -1.4846 4.8185 0.12 -0.53 0.32 -0.0015
H 1.8787 -0.1990 6.3201 -0.12 -0.12 -0.21 0.0000
H 0.8396 -1.1768 7.3827 0.29 -0.58 0.02 0.0003
H -0.8319 -0.2158 8.6039 0.30 -0.69 -0.29 0.0001
H -1.5830 0.7811 7.4311 -0.16 0.43 -0.04 0.0000
H -1.6940 1.6691 9.6315 -0.34 0.08 0.08 0.0000
H -0.6291 2.7441 8.7622 0.51 0.12 0.34 0.0000
H -1.0438 0.2400 11.3311 -0.14 0.65 0.33 0.0000
H 0.7102 0.3583 11.8560 -0.36 0.52 0.16 0.0000
H 0.2216 -0.5371 10.4940 0.12 -0.13 -0.38 0.0000
C -1.1362 2.2764 -2.1543 -0.64 0.50 -0.34 -0.0001
O -0.9503 1.6795 -0.8662 0.08 -0.68 -0.58 0.0010
C -2.0383 0.7867 -0.5718 -0.43 -0.18 -0.12 0.0023
C -1.9159 -0.2034 0.6071 1.03 0.30 -0.26 -0.0009
O -0.9858 -1.2323 0.3092 0.87 -1.07 -0.76 -0.0003
C -0.7986 -2.2517 1.3367 0.16 0.69 -1.20 -0.0002
C -0.1446 -3.5691 0.8154 0.67 1.17 -0.94 0.0005
O 1.2912 -3.5562 0.8712 -1.12 -0.60 1.18 0.0000
C 1.9395 -2.6207 0.0469 0.63 -0.84 1.09 0.0053
H -1.9179 3.0342 -2.2072 -0.59 0.14 0.80 -0.0002
H -1.4767 1.5920 -2.9313 0.33 -0.60 0.10 -0.0003
H -0.3029 2.8559 -2.5516 0.73 -0.60 0.59 -0.0001
H -2.2944 0.1732 -1.4355 0.30 -0.05 -0.42 -0.0004
H -2.9192 1.4125 -0.4293 -0.31 0.03 0.40 0.0000
H -2.8582 -0.7289 0.7622 -0.57 0.60 0.10 -0.0005
H -1.5865 0.3289 1.4994 -0.18 0.08 0.35 0.0003
H -1.7795 -2.4419 1.7724 0.06 -0.18 0.35 0.0001
H -0.0887 -1.7902 2.0230 -0.19 -0.30 0.71 0.0006
H -0.2884 -3.7641 -0.2473 -1.07 0.33 -0.26 0.0001
H -0.5323 -4.4448 1.3358 0.35 0.16 0.39 -0.0010
H 2.9272 -3.0804 0.0101 0.38 0.12 -0.78 0.0032
H 2.1426 -1.7146 0.6178 -0.59 0.62 -0.60 -0.0009
H 1.4512 -2.5637 -0.9259 0.14 0.55 -0.11 -0.0026
C 5.2582 -3.2480 -2.1108 0.75 -1.15 -0.38 0.0663
O 5.6003 -4.3108 -3.0396 -1.53 -0.90 0.77 0.6673
C 4.7403 -5.5421 -2.9736 -0.23 0.06 0.08 0.0157
C 3.5752 -5.3364 -3.9629 -0.49 0.94 0.32 0.0802
O 2.5638 -4.4131 -3.4960 1.90 -0.84 -0.17 0.0736
C 1.6369 -4.1640 -4.5451 -1.17 0.61 -0.29 0.0058
C 0.3418 -3.3991 -4.1102 1.01 0.87 -0.69 0.0009
O 0.6171 -1.9782 -3.9636 0.93 -1.08 0.02 0.0039
C -0.4879 -1.1908 -3.6110 -1.74 -0.41 0.19 -0.0001
H 5.9918 -2.4434 -2.1627 0.12 -0.36 -0.21 0.0050
H 5.1944 -3.7524 -1.1467 -0.21 0.28 0.28 0.0171
H 4.2810 -2.8436 -2.3745 -0.73 -0.12 -0.23 0.0378
H 4.3825 -5.8891 -2.0042 -0.03 1.28 0.69 -0.0100
H 5.2908 -6.4345 -3.2712 0.67 0.63 -0.76 0.0125
H 3.0971 -6.2963 -4.1581 0.11 -0.51 0.57 0.0119
H 4.0507 -5.1245 -4.9206 -0.36 0.88 -0.33 0.0020
H 1.3976 -5.1330 -4.9832 -0.65 -0.17 0.16 -0.0028
H 2.1003 -3.6419 -5.3821 0.22 0.52 0.16 0.0038
H -0.1568 -3.8412 -3.2476 0.23 0.07 0.35 0.0006
H -0.3415 -3.4993 -4.9535 -0.18 -0.17 -0.16 0.0003
H -0.7988 -1.3059 -2.5726 0.43 -0.05 0.47 0.0004
H -1.3822 -1.4887 -4.1585 -0.15 -0.29 -0.43 0.0005
H -0.4239 -0.1218 -3.8141 1.06 -0.14 -0.09 -0.0009
C 0.2913 9.8033 -3.3239 -1.40 -0.22 -0.56 0.0000
O -0.1793 8.5023 -3.6943 -0.77 -0.92 0.39 0.0000
C -1.6443 8.3540 -3.6910 1.12 2.74 0.15 0.0003
C -2.0729 6.9810 -3.9463 0.20 -2.18 0.57 -0.0002
O -3.4454 6.8007 -3.6369 -0.08 1.88 -0.95 0.0001
C -3.8284 5.5684 -3.1522 -0.60 -0.45 0.24 -0.0001
C -5.3659 5.4234 -3.0302 -0.51 -1.20 -0.60 0.0006
O -6.0147 5.4666 -4.3092 0.18 0.13 -0.56 0.0000
C -7.4207 5.1661 -4.3477 0.78 1.06 0.17 0.0000
H 1.3685 9.8201 -3.1579 -0.16 -0.38 -0.02 0.0000
H -0.2499 10.1627 -2.4487 0.21 -0.02 0.32 0.0000
H 0.0259 10.4734 -4.1416 0.25 0.37 -0.10 0.0000
H -2.0476 9.0624 -4.4145 -0.10 0.07 -0.26 0.0000
H -2.0771 8.6435 -2.7334 0.24 0.14 0.32 -0.0001
H -1.4963 6.3913 -3.2336 0.31 -0.47 0.04 -0.0001
H -1.8135 6.6360 -4.9472 -0.18 -0.08 -0.24 0.0001
H -3.3212 5.4112 -2.2003 -0.35 -0.13 0.64 -0.0006
H -3.4463 4.7582 -3.7732 -0.17 -0.24 -0.54 0.0001
H -5.9130 6.0257 -2.3049 0.48 0.76 -0.01 0.0000
H -5.5512 4.4070 -2.6827 0.35 -0.39 0.49 -0.0002
H -7.9480 5.9581 -3.8161 -0.24 -0.26 0.59 0.0000
H -7.6684 4.1639 -3.9979 0.07 -0.03 0.26 0.0000
H -7.7923 5.2943 -5.3644 0.52 -0.27 -0.20 0.0000
C 1.6804 9.8482 1.5091 -0.57 -1.25 0.05 0.0000
O 0.8570 9.1526 0.5501 1.28 1.75 -0.31 0.0000
C 0.2380 8.0237 1.0474 -1.89 -0.04 -0.32 -0.0003
C -0.5777 7.4389 -0.1572 0.99 -0.56 0.68 0.0006
O -1.4361 6.3645 0.1669 0.57 -1.08 1.24 0.0000
C -0.7853 5.1680 0.7142 -0.61 0.59 -0.67 0.0014
C -1.8482 4.0917 0.8729 0.08 0.05 0.00 -0.0012
O -2.8076 4.4180 1.8374 -0.64 1.50 1.11 0.0000
C -3.9824 3.6660 1.7739 0.46 -1.88 -0.61 -0.0001
H 1.9694 10.8448 1.1753 0.03 -0.38 -0.41 0.0000
H 2.5125 9.1776 1.7240 0.59 0.35 -0.07 0.0000
H 1.1793 9.9601 2.4706 -0.45 0.10 0.04 0.0000
H -0.4745 8.3655 1.7981 -0.33 -0.29 0.39 0.0000
H 0.9070 7.3204 1.5432 0.35 -0.26 -0.30 0.0002
H 0.1312 7.0933 -0.9095 0.13 0.13 -0.15 -0.0004
H -1.1958 8.2158 -0.6072 0.02 0.05 0.24 0.0001
H -0.1961 5.2474 1.6279 -0.65 0.95 0.75 0.0003
H 0.0425 4.8497 0.0805 -0.32 -0.28 -0.91 0.0002
H -1.3559 3.1763 1.2012 0.19 -0.35 -0.37 -0.0011
H -2.3824 3.9497 -0.0666 0.24 -0.22 -0.38 0.0005
H -4.8386 3.9120 2.4019 0.49 1.15 0.00 0.0000
H -3.7799 2.6399 2.0809 0.32 -0.54 0.36 0.0000
H -4.2918 3.4886 0.7439 -0.35 0.61 -0.36 0.0000
C -4.2139 -5.0084 0.2797 -0.37 1.79 -0.28 -0.0001
O -4.6141 -4.2714 -0.9413 1.29 -0.55 1.19 0.0000
C -3.6433 -3.2976 -1.3873 -1.36 0.11 -0.05 -0.0015
C -4.3652 -2.1162 -2.1338 0.80 -0.94 1.04 -0.0006
O -5.2451 -1.4395 -1.2603 0.81 -0.83 0.87 0.0001
C -5.5338 -0.1039 -1.5276 -0.87 0.27 0.19 -0.0004
C -6.2758 0.5318 -0.3578 -0.66 0.70 0.11 -0.0003
O -6.3968 1.9124 -0.6983 0.13 0.44 0.02 0.0000
C -7.0599 2.7253 0.2758 -0.21 -0.88 -0.52 0.0000
H -5.0511 -5.6100 0.6338 0.20 -0.29 -0.63 0.0000
H -4.0478 -4.3124 1.1020 -0.24 0.66 0.05 0.0000
H -3.2463 -5.5102 0.2807 -0.14 -0.62 -0.95 0.0000
H -2.9388 -3.7513 -2.0843 0.03 -0.21 -0.35 0.0001
H -3.0226 -2.9384 -0.5664 -0.23 0.30 0.33 0.0012
H -4.8657 -2.5242 -3.0119 -0.25 0.10 -0.09 0.0000
H -3.5532 -1.4667 -2.4609 0.04 0.30 -0.24 0.0005
H -6.2044 -0.1175 -2.3868 0.11 0.65 -0.32 0.0000
H -4.6887 0.5704 -1.6662 0.45 -0.37 -0.55 0.0008
H -5.7868 0.4556 0.6133 0.50 -0.34 0.01 -0.0001
H -7.2798 0.1290 -0.2237 -0.14 -0.31 -0.07 0.0000
H -7.4183 3.6247 -0.2250 0.26 0.01 0.04 0.0000
H -6.4238 2.9708 1.1262 0.09 0.01 -0.06 0.0000
H -7.9331 2.1857 0.6426 -0.19 0.01 0.16 0.0000
C -1.5919 -6.1644 3.4543 0.56 0.04 -1.27 -0.0002
O -1.9626 -5.4651 4.5818 -0.08 0.33 1.59 -0.0001
C -1.3774 -6.0446 5.7473 -0.05 -1.36 0.46 0.0001
C -1.6577 -5.3548 7.0749 -0.39 0.77 -1.89 0.0003
O -2.9875 -5.5609 7.4714 -0.38 0.14 0.61 0.0001
C -3.2848 -6.8345 8.0591 0.54 0.77 0.25 0.0000
C -3.0723 -6.7597 9.6168 0.86 -1.17 -0.96 0.0000
O -2.9123 -8.1013 10.1228 -0.21 0.30 0.64 0.0000
C -2.7166 -8.1875 11.5706 -1.08 0.45 -1.39 0.0000
H -0.5154 -6.1263 3.2880 0.49 0.05 0.13 0.0000
H -2.0273 -5.6595 2.5920 -0.31 -0.11 0.01 0.0002
H -1.8404 -7.2253 3.4224 -0.45 -0.13 0.31 0.0000
H -0.3051 -6.1907 5.6175 0.27 0.21 -0.22 -0.0005
H -1.8004 -7.0376 5.8994 0.04 -0.46 -0.50 0.0005
H -1.5814 -4.3098 6.7743 0.08 0.39 0.91 -0.0002
H -0.9080 -5.6269 7.8179 0.01 -0.06 0.12 0.0000
H -2.6515 -7.5710 7.5645 0.08 -0.41 0.54 0.0000
H -4.3058 -7.0317 7.7323 -0.08 -0.16 0.53 0.0000
H -3.8528 -6.1296 10.0433 -0.34 -0.42 0.36 0.0000
H -2.1195 -6.2797 9.8405 0.12 0.51 -0.30 0.0000
H -2.4602 -9.2118 11.8411 0.13 0.14 -0.30 0.0000
H -3.6896 -7.9492 12.0002 0.07 0.05 0.45 0.0000
H -1.9744 -7.4743 11.9292 0.18 -0.02 -0.08 0.0000
C -5.3964 -4.8590 -7.5946 -0.76 -0.04 -1.03 0.0000
O -4.6551 -3.7350 -8.0453 -0.19 -0.23 0.17 0.0000
C -4.4250 -2.9565 -6.9060 -0.04 1.44 0.12 -0.0001
C -3.9723 -1.4685 -7.2152 0.16 -2.60 0.16 0.0000
O -3.4122 -1.0426 -5.9855 1.21 1.57 -0.86 0.0003
C -2.7623 0.2630 -6.0907 -1.34 -0.15 1.18 -0.0006
C -3.8107 1.3716 -5.9472 -0.04 -0.37 0.54 0.0001
O -4.5603 1.2230 -4.7283 2.21 -1.55 -0.86 0.0000
C -5.7036 1.9649 -4.6757 -1.03 1.40 -0.10 -0.0001
H -4.9996 -5.3446 -6.7031 0.33 0.10 0.07 0.0000
H -5.4801 -5.5881 -8.4005 0.28 0.06 -0.02 0.0000
H -6.4129 -4.5224 -7.3907 -0.18 -0.08 0.30 0.0000
H -3.7762 -3.5522 -6.2639 0.80 0.62 0.22 0.0000
H -5.3249 -2.8373 -6.3026 -0.49 -0.09 -0.03 0.0000
H -4.8311 -0.9123 -7.5911 -0.19 0.28 0.45 0.0000
H -3.2610 -1.4881 -8.0409 0.46 0.08 0.07 0.0000
H -2.1266 0.4403 -6.9582 -0.44 -0.43 -0.67 0.0001
H -2.0389 0.3821 -5.2842 -0.28 -0.43 0.41 0.0005
H -4.5100 1.3657 -6.7833 -0.04 0.01 -0.19 0.0000
H -3.2574 2.3106 -5.9567 -0.18 0.39 0.01 -0.0001
H -6.1455 2.1268 -5.6589 -0.20 -0.22 -0.29 0.0000
H -5.4718 2.9683 -4.3184 -0.23 0.20 0.28 0.0000
H -6.4465 1.4836 -4.0397 0.14 0.03 0.11 0.0000